Record 1
Below is a cluster of 9 separate species, C16H37Cl6N7O7 in total, with properties calculated with ωB97M-V with the def2-TZVPD basis set.

Each line ends with the Mulliken spin population.
Geometry (Å):
O1 0.03 -2.53 2.34  -0.02
C1 0.61 -1.78 3.14  -0.01
N1 -0.08 -0.73 3.57  0.02
C2 1.98 -2.17 3.71  0.00
H1 -0.95 -0.34 3.22  0.00
H2 0.33 -0.32 4.38  -0.01
H3 2.01 -2.84 4.57  0.00
H4 2.57 -1.37 4.15  0.00
H5 2.57 -2.69 2.96  0.01
O2 0.32 0.09 -1.66  -0.01
C3 0.57 -0.34 -0.55  -0.05
N2 -0.02 -1.41 -0.14  0.04
C4 1.73 0.25 0.22  0.14
H6 -0.72 -1.85 -0.71  0.00
H7 0.02 -1.71 0.82  -0.01
H8 2.58 -0.42 0.27  -0.05
H9 1.48 0.46 1.27  -0.02
H10 2.07 1.19 -0.22  0.01
O3 -1.88 -1.39 -4.84  -0.29
C5 -0.73 -1.60 -5.26  0.55
N3 -0.30 -1.13 -6.41  0.09
C6 0.16 -2.53 -4.43  -0.03
H11 -0.79 -0.37 -6.85  -0.12
H12 0.50 -1.57 -6.85  -0.15
H13 0.16 -2.11 -3.43  0.08
H14 1.17 -2.73 -4.78  0.07
H15 -0.20 -3.52 -4.17  0.02
O4 -2.43 0.76 2.45  -0.03
C7 -3.28 -0.11 2.27  0.04
N4 -3.18 -0.88 1.18  0.01
C8 -4.41 -0.44 3.23  0.04
H16 -3.93 -1.51 0.94  -0.02
H17 -2.48 -0.58 0.52  0.01
H18 -4.41 0.33 4.00  -0.01
H19 -4.09 -1.43 3.56  0.00
H20 -5.45 -0.56 2.95  -0.01
O5 -3.19 2.82 -1.96  -0.03
C9 -3.24 2.11 -2.99  0.08
N5 -2.29 1.23 -3.13  -0.03
C10 -4.35 2.00 -3.95  0.03
H21 -1.69 1.16 -2.32  0.01
H22 -2.05 0.74 -3.99  -0.01
H23 -4.63 3.00 -4.30  0.00
H24 -5.19 1.41 -3.59  -0.01
H25 -4.00 1.59 -4.90  -0.01
O6 1.41 0.39 5.96  -0.01
C11 2.29 1.00 5.34  0.00
N6 2.08 1.59 4.18  0.00
C12 3.73 1.06 5.90  0.02
H26 1.13 1.56 3.84  0.00
H27 2.69 2.35 3.88  -0.01
H28 4.36 1.67 5.25  0.00
H29 4.26 0.11 5.93  0.00
H30 3.85 1.40 6.93  0.00
O7 0.05 2.75 1.62  -0.01
C13 -0.57 2.96 0.62  -0.04
N7 -1.73 2.41 0.39  0.00
C14 -0.10 4.01 -0.37  0.02
H31 -1.91 1.70 1.08  0.00
H32 -2.08 2.19 -0.53  0.01
H33 0.56 4.77 0.07  0.00
H34 -0.89 4.61 -0.82  0.00
H35 0.45 3.51 -1.17  0.00
C15 2.96 -3.61 -0.34  0.27
Cl1 3.23 -5.06 0.67  -0.03
Cl2 2.44 -4.03 -2.01  -0.01
Cl3 4.45 -2.64 -0.48  -0.01
H36 2.18 -3.00 0.11  0.00
C16 2.76 0.44 -4.07  0.49
Cl4 2.89 2.13 -4.46  -0.06
Cl5 3.41 0.03 -2.47  0.02
Cl6 3.46 -0.66 -5.28  0.01
H37 1.71 0.16 -4.05  -0.03

Its multiplicity is 2. The HOMO energy (spin up / spin down) comes out at 0.4406 / -7.2689 eV. As for the total charge: -1. The LUMO energy (spin up / spin down) comes out at 2.1 / 2.0 eV.

---

Record 2
Below is a structure of composition H14LiO7, with properties calculated with ωB97M-V with the def2-TZVPD basis set.

Each line ends with the natural charge from an NBO analysis.
Geometry (Å):
Li1 2.94 -29.52 1.07  0.88
O1 4.38 -28.76 -0.53  -0.99
H1 4.97 -28.13 -0.07  0.49
H2 4.82 -28.88 -1.39  0.51
O2 2.98 -31.79 0.37  -0.97
H3 2.01 -31.98 0.36  0.49
H4 3.43 -32.55 0.74  0.50
O3 1.88 -29.89 2.87  -0.97
H5 1.44 -30.41 3.55  0.50
H6 1.89 -29.02 3.30  0.49
O4 1.59 -29.03 -0.35  -0.97
H7 1.57 -28.20 -0.84  0.50
H8 0.71 -29.05 -0.01  0.49
O5 2.86 -30.63 -2.28  -0.93
H9 2.65 -30.36 -1.41  0.46
H10 2.11 -30.26 -2.71  0.46
O6 4.94 -29.94 2.05  -0.94
H11 5.14 -30.34 1.22  0.48
H12 4.63 -30.73 2.53  0.48
O7 2.89 -27.24 1.79  -0.97
H13 2.30 -26.63 1.28  0.50
H14 2.89 -27.00 2.70  0.49

The HOMO energy comes out at -14.0761 eV. The value obtained for the energy above the lowest of the compared OMol25 structures with the same formula, charge and spin is 11.6 kcal/mol. As for the total charge: +1. The LUMO energy comes out at -3.4 eV.

---

Record 3
Below is the ion C29H33ClFN2O7 with charge +1, with properties calculated with ωB97M-V with the def2-TZVPD basis set.

Each line ends with the Löwdin charge.
Geometry (Å):
C1 6.42 -1.91 -0.34  0.14
C2 5.56 -1.92 0.49  -0.14
C3 4.55 -1.95 1.52  -0.19
C4 3.61 -0.75 1.42  -0.16
C5 3.12 -0.49 -0.03  -0.09
C6 1.73 0.08 -0.09  -0.05
C7 0.66 -0.69 -0.52  -0.08
N1 0.82 -2.03 -0.98  0.08
C8 1.25 -3.01 0.00  -0.41
C9 0.28 -3.29 1.11  0.04
O1 2.31 -3.57 -0.05  0.14
C10 1.40 -2.16 -2.31  -0.40
C11 0.53 -1.70 -3.46  0.05
O2 2.50 -2.58 -2.51  0.16
C12 -0.62 -0.13 -0.51  0.08
C13 -1.72 -1.01 -1.04  -0.43
O3 -2.13 -0.85 -2.15  0.17
O4 -2.15 -1.95 -0.19  0.06
C14 -2.90 -2.99 -0.80  -0.38
C15 -3.42 -3.93 0.27  0.01
F1 -2.04 -3.67 -1.61  0.05
C16 -0.85 1.18 -0.11  0.00
C17 -2.19 1.88 -0.04  -0.12
O5 -3.30 1.16 -0.49  -0.02
C18 -4.35 1.10 0.42  -0.26
C19 -4.90 2.23 0.97  -0.02
C20 -5.96 2.15 1.85  -0.06
C21 -6.50 0.92 2.16  -0.08
C22 -5.96 -0.23 1.61  -0.06
C23 -4.89 -0.13 0.74  0.00
C24 0.26 1.91 0.27  -0.11
C25 0.13 3.34 0.72  -0.09
C26 0.01 3.35 2.24  -0.81
O6 -0.39 2.44 2.88  0.10
Cl1 0.58 4.85 2.96  0.75
N2 1.50 1.36 0.29  0.11
C27 2.62 2.22 0.71  -0.10
O7 2.98 3.19 -0.25  -0.09
C28 2.79 2.86 -1.62  -0.25
C29 3.46 3.94 -2.45  -0.04
H1 7.24 -2.19 -0.96  0.03
H2 5.09 -1.85 2.46  0.13
H3 4.04 -2.90 1.56  0.11
H4 2.73 -0.88 2.06  0.12
H5 4.14 0.10 1.83  0.11
H6 3.80 0.20 -0.53  0.13
H7 3.19 -1.42 -0.57  0.10
H8 -0.56 -3.87 0.75  0.08
H9 -0.13 -2.34 1.45  0.09
H10 0.80 -3.75 1.94  0.10
H11 1.20 -1.21 -4.15  0.09
H12 -0.19 -0.96 -3.12  0.06
H13 0.05 -2.55 -3.93  0.11
H14 -3.73 -2.61 -1.38  0.16
H15 -2.93 -4.89 0.21  0.09
H16 -4.48 -4.11 0.08  0.09
H17 -3.35 -3.50 1.26  0.09
H18 -2.11 2.80 -0.63  0.14
H19 -2.33 2.22 0.99  0.14
H20 -4.49 3.21 0.74  0.12
H21 -6.38 3.05 2.26  0.11
H22 -7.34 0.86 2.83  0.11
H23 -6.37 -1.19 1.84  0.11
H24 -4.47 -1.02 0.32  0.10
H25 0.98 3.95 0.44  0.11
H26 -0.74 3.84 0.32  0.13
H27 2.35 2.77 1.60  0.14
H28 3.49 1.63 0.96  0.12
H29 1.74 2.85 -1.91  0.12
H30 3.19 1.88 -1.87  0.12
H31 3.05 3.94 -3.45  0.08
H32 3.19 4.89 -2.00  0.09
H33 4.54 3.84 -2.46  0.09

The HOMO energy comes out at -11.6947 eV. Its structure (SMILES) is C#CCCCc1c(N(C(C)=O)C(C)=O)c(C(=O)O[C@H](C)F)c(COc2ccccc2)c(CC(=O)Cl)[n+]1COCC. As for the total charge: +1. The LUMO energy comes out at -4.4 eV.